Entry from the Open Molecules 2025 dataset: a 3-piece molecular cluster, C5H13N overall at a distorted geometry (the ωB97M-V functional and the def2-TZVPD basis).

<S²>	0.75
frontier orbital gap (spin up / spin down)	0.31905 / 0.30553	hartree
HOMO energy (spin up / spin down)	-0.545 / -0.535	Eh
LUMO (spin up / spin down)	-0.2261 / -0.2297	Eh
energy above the lowest of the compared OMol25 structures with the same formula, charge and spin	361.6	kJ/mol

Structure (ORCA input):
```
! wB97M-V def2-TZVPD RIJCOSX def2/J DEFGRID3
* xyz 1 2
C 2.7320 0.1752 -0.4841
C 1.4497 0.5705 -0.2317
C 0.3000 -0.2056 -0.2645
C -0.9591 0.4368 0.1381
C 0.2937 -1.7053 -0.3469
N -2.5198 -1.4391 1.5513
H 2.9613 -0.8558 -0.7131
H 3.4632 0.9741 -0.6001
H 0.2294 4.0536 -1.1229
H 1.2800 1.6359 -0.1365
H -0.2589 4.1537 -0.5870
H -0.6276 1.4480 0.3849
H -1.7584 0.4681 -0.6195
H -1.4878 -0.3250 0.8576
H 1.2530 -2.1308 -0.0345
H -0.4484 -2.1984 0.2567
H 0.2080 -1.9852 -1.4062
H -2.9039 -1.3002 2.4839
H -3.2065 -1.7706 0.8743
*
```